{
  "formula": "C23H36N4O2",
  "method": "ωB97M-V/def2-TZVPD",
  "e_homo_ev": -8.31,
  "total_charge": 0,
  "smiles": "Cc1cc(C)c(NC(=O)CN2CCC(NC(=O)NC3CCCCC3)CC2)c(C)c1",
  "energy_ev": -34493.394,
  "gap_ev": 8.98,
  "elements": ["C", "C", "C", "C", "C", "C", "C", "H", "C", "H", "H", "H", "N", "C", "O", "C", "N", "C", "C", "H", "C", "N", "C", "O", "N", "H", "C", "C", "C", "C", "C", "C", "H", "H", "H", "H", "H", "H", "H", "H", "H", "H", "H", "H", "C", "C", "H", "H", "H", "H", "H", "H", "H", "H", "H", "H", "H", "C", "H", "H", "H", "H", "H", "H", "H"],
  "xyz": [[0.171452, 1.579768, -9.376604], [0.432984, 1.119988, -7.974176], [1.717766, 0.828922, -7.545761], [1.984073, 0.418859, -6.246291], [0.920838, 0.325321, -5.346155], [-0.388020, 0.594246, -5.761126], [-0.611816, 0.986150, -7.069605], [-1.621741, 1.198974, -7.390997], [-1.531008, 0.464480, -4.797565], [-1.357620, 1.072440, -3.910982], [-2.457680, 0.788486, -5.263768], [-1.655149, -0.570848, -4.476751], [1.130598, -0.089381, -4.013432], [1.964664, 0.456640, -3.102999], [2.727253, 1.378904, -3.296791], [1.871606, -0.261028, -1.750903], [0.506001, -0.676227, -1.482411], [-0.346247, 0.421426, -1.053800], [-0.121782, 0.851561, 0.401437], [-0.840824, 1.626607, 0.667395], [-0.277705, -0.351036, 1.331603], [-0.046283, 0.033251, 2.707423], [-0.812662, -0.484969, 3.720109], [-1.827694, -1.119578, 3.519232], [-0.328793, -0.219790, 4.970029], [0.423228, 0.443601, 5.071369], [-1.109376, -0.494802, 6.159156], [-0.239135, -1.163374, 7.223577], [-1.069785, -1.483552, 8.462637], [-1.706801, -0.215492, 9.022792], [-2.572221, 0.457667, 7.961940], [-1.745014, 0.779723, 6.721312], [-2.375100, 1.236601, 5.955704], [-0.955776, 1.491187, 6.981895], [-3.389896, -0.210190, 7.683772], [-3.008995, 1.374642, 8.362838], [-2.313524, -0.459643, 9.896870], [-0.922023, 0.474223, 9.342957], [-1.853938, -2.194667, 8.195191], [-0.437307, -1.950129, 9.220658], [0.198250, -2.076064, 6.815244], [0.577564, -0.488861, 7.495368], [-1.897861, -1.182881, 5.837835], [0.872710, 0.384839, 2.926821], [0.663115, -1.472278, 0.878566], [0.374685, -1.811071, -0.587391], [1.040666, -2.605348, -0.933388], [-0.655992, -2.170980, -0.670425], [0.511339, -2.355309, 1.500403], [1.702070, -1.148863, 0.986899], [-1.310338, -0.715740, 1.301046], [0.880871, 1.271095, 0.514432], [-0.171926, 1.269947, -1.719847], [-1.384120, 0.093311, -1.171185], [2.504166, -1.151182, -1.818685], [2.305282, 0.401362, -0.990162], [0.440856, -0.715849, -3.611707], [3.379092, 0.062743, -5.842457], [3.390820, -0.884654, -5.304296], [3.780115, 0.823789, -5.173734], [4.022516, -0.015935, -6.714901], [2.539107, 0.910976, -8.243531], [-0.771340, 1.181403, -9.745460], [0.110078, 2.668119, -9.405774], [0.971727, 1.268468, -10.043453]],
  "forces_ev_per_a": [[0.001, 0.066, 0.046], [0.014, -0.054, 0.024], [-0.164, 0.032, 0.034], [-0.032, -0.021, 0.118], [0.071, 0.249, -0.400], [0.093, 0.030, 0.078], [0.138, -0.041, -0.003], [-0.137, 0.014, -0.022], [0.072, 0.028, -0.061], [-0.037, 0.009, 0.107], [-0.073, -0.013, 0.008], [-0.088, -0.060, 0.092], [-0.394, -0.345, -0.254], [-0.009, -0.112, 0.424], [0.129, 0.193, 0.013], [-0.005, 0.116, 0.021], [0.133, -0.159, -0.071], [-0.004, 0.248, 0.099], [-0.169, -0.293, -0.107], [0.015, 0.051, 0.040], [0.131, 0.034, -0.064], [0.118, 0.155, -0.209], [0.405, 0.246, 0.089], [-0.454, -0.286, -0.097], [0.129, 0.031, 0.222], [-0.045, -0.013, -0.085], [0.123, 0.083, 0.111], [-0.345, -0.220, -0.099], [0.258, 0.232, 0.128], [-0.257, -0.209, -0.055], [0.239, 0.229, 0.124], [-0.274, -0.302, -0.104], [0.059, 0.049, -0.045], [0.063, 0.064, -0.022], [-0.102, -0.009, 0.000], [-0.094, -0.032, -0.020], [0.042, 0.050, 0.067], [0.036, 0.045, 0.066], [-0.035, -0.094, 0.020], [-0.050, -0.086, -0.005], [0.067, 0.037, -0.050], [0.101, 0.039, 0.002], [0.078, 0.070, 0.091], [-0.054, -0.042, 0.052], [-0.368, 0.037, -0.171], [0.151, -0.186, 0.188], [-0.095, -0.012, -0.014], [0.030, -0.085, 0.019], [0.039, -0.021, 0.054], [0.069, 0.009, 0.057], [0.126, 0.040, -0.058], [0.051, 0.072, 0.038], [-0.129, -0.012, -0.030], [-0.020, 0.103, -0.035], [-0.007, 0.035, 0.043], [0.003, -0.021, -0.136], [0.152, 0.082, 0.103], [0.078, 0.120, 0.026], [0.059, -0.075, 0.044], [0.064, -0.060, -0.014], [0.029, -0.069, -0.064], [0.107, -0.013, -0.083], [-0.044, -0.006, -0.085], [-0.014, 0.061, -0.090], [0.021, -0.003, -0.092]],
  "nbo_charge": [-0.6243, -0.0072, -0.2144, -0.0002, 0.1798, -0.0220, -0.2193, 0.2016, -0.6340, 0.2194, 0.2209, 0.2107, -0.6560, 0.6792, -0.6188, -0.3190, -0.4645, -0.2244, -0.4154, 0.2228, -0.0602, -0.6370, 0.7929, -0.6716, -0.6330, 0.3796, -0.0564, -0.3988, -0.3967, -0.3959, -0.3973, -0.4046, 0.2165, 0.1868, 0.1983, 0.2086, 0.2084, 0.1912, 0.1974, 0.2083, 0.2152, 0.1868, 0.2329, 0.3795, -0.4321, -0.2097, 0.2024, 0.1964, 0.2243, 0.1913, 0.2336, 0.1920, 0.2083, 0.1984, 0.2214, 0.1977, 0.4255, -0.6454, 0.2129, 0.2560, 0.2102, 0.2028, 0.2145, 0.2195, 0.2144]
}